Model w:
DFT (the ωB97M-V functional and the def2-TZVPD basis) results for the molecule C5H3NO.

Structure (XYZ):
```
10
Properties=species:S:1:pos:R:3:mulliken_charge:R:1
N 1.76217 1.58260 -1.68626 -0.41
C 1.36780 0.82754 -0.91792 0.31
C 0.83962 -0.12235 -0.01750 -0.36
C -0.13943 0.34706 1.02422 -0.21
C -1.28806 -0.18941 0.58511 -0.48
C -0.78955 -0.84698 -0.60457 0.38
O -1.07949 -1.51134 -1.52763 -0.43
H 1.55424 -0.87916 0.28905 0.37
H 0.06821 0.95385 1.88998 0.40
H -2.29551 -0.16181 0.96551 0.43
```

Calculated values
SMILES: N#C[C@H]1C=CC1=O
E_HOMO (eV): -9.641


Model x:
DFT (the ωB97M-V functional and the def2-TZVPD basis) results for a structure of composition C5H3NO.

Structure (XYZ):
```
10
Properties=species:S:1:pos:R:3:mulliken_charge:R:1
C 1.52974 -1.43823 1.01780 0.12
C -0.61858 1.17043 -0.82933 -0.55
C 0.06748 0.12296 -1.23514 -0.38
C -0.70076 0.63476 0.57859 -0.05
C 0.10238 -0.49161 0.15070 0.47
N 2.32588 -2.06878 1.56572 -0.34
O -1.26018 -0.68495 0.52310 -0.39
H -1.12830 2.09859 -1.23230 0.35
H 0.56940 -0.43487 -2.11107 0.34
H -0.88706 1.09170 1.57194 0.43
```

Calculated values
E_HOMO (eV): -10.443


Model y:
DFT (the ωB97M-V functional and the def2-TZVPD basis) results for a cluster of 2 separate species, C5H3NO in total.

Structure (XYZ):
```
10
Properties=species:S:1:pos:R:3:mulliken_charge:R:1
N -1.27568 1.47552 1.75091 -0.41
C -0.97477 0.38257 1.50204 0.26
C -0.65937 -0.98085 1.25628 -0.51
C 0.31114 -1.42031 0.46957 0.61
O 1.11761 -1.90281 -0.20243 -0.27
H -1.14421 -1.80698 1.76131 0.34
C 0.93516 0.63983 -1.96236 -0.42
C 0.36212 1.42327 -1.25161 -0.43
H 1.45928 0.01983 -2.65493 0.38
H -0.13127 2.16994 -0.66879 0.46
```

Calculated values
SMILES: N#CC=C=O.C#C
E_HOMO (eV): -9.966


Bottom line: model w, by a margin of 0.0398 hartree.


Model w:
DFT (the ωB97M-V functional and the def2-TZVPD basis) results for the molecule C22H23N3O2.

Structure (XYZ):
```
50
Properties=species:S:1:pos:R:3:mulliken_charge:R:1
C -3.96940 -3.94160 0.55969 -0.97
O -3.32373 -2.76682 0.13476 -0.37
C -3.94365 -1.57083 0.31951 0.71
C -5.15601 -1.40998 0.97796 -0.56
C -5.70410 -0.14769 1.13399 -0.65
C -5.05465 0.96496 0.63087 -0.90
C -3.84584 0.81472 -0.02196 -0.21
C -3.26429 -0.43953 -0.18337 0.48
C -2.01552 -0.64048 -0.89504 -0.72
C -0.96648 0.19584 -0.96676 0.28
C 0.18956 -0.23828 -1.80450 0.00
O 0.13802 -1.18692 -2.56361 -0.72
N 1.31738 0.50296 -1.64575 0.07
C 2.55100 0.17984 -2.31688 -1.14
C 3.54061 -0.54995 -1.40406 -0.21
C 3.98984 0.32196 -0.22564 -0.90
N 4.97690 -0.34822 0.57505 0.26
C 4.73843 -1.28437 1.54227 -0.25
C 5.96332 -1.68870 1.98713 -0.49
N 6.94174 -1.02938 1.31440 -0.66
C 6.32353 -0.24357 0.47868 0.00
C -0.86540 1.46379 -0.22100 -0.23
C -0.92997 1.46207 1.17070 0.13
C -0.81860 2.64431 1.87848 -0.95
C -0.64228 3.84428 1.20864 -0.36
C -0.57682 3.85690 -0.17485 -0.86
C -0.68182 2.67533 -0.88652 0.20
H -4.93964 -4.06890 0.06908 0.38
H -4.10552 -3.95660 1.64608 0.36
H -3.31013 -4.75835 0.26982 0.25
H -5.68512 -2.26321 1.37243 0.40
H -6.64795 -0.04110 1.64768 0.38
H -5.49026 1.94614 0.74142 0.40
H -3.35156 1.67793 -0.43886 0.49
H -1.92437 -1.58189 -1.42333 0.57
H 1.31608 1.25748 -0.97815 0.27
H 2.28726 -0.47186 -3.15358 0.45
H 3.00274 1.09922 -2.70288 0.41
H 4.41583 -0.83850 -1.98887 0.33
H 3.07107 -1.45945 -1.02545 0.31
H 4.42518 1.25444 -0.59863 0.30
H 3.13256 0.56465 0.41055 0.30
H 3.74540 -1.56682 1.82605 0.39
H 6.20291 -2.40611 2.74579 0.40
H 6.80677 0.42429 -0.20684 0.35
H -1.07156 0.52532 1.68934 0.50
H -0.86997 2.63064 2.95722 0.42
H -0.55820 4.76709 1.76286 0.41
H -0.44436 4.79050 -0.70191 0.43
H -0.64098 2.68491 -1.96681 0.52
```

Calculated values
SMILES: COc1ccccc1/C=C(/C(=O)NCCCn1ccnc1)c1ccccc1
E_HOMO (eV): -8.336


Model x:
DFT (the ωB97M-V functional and the def2-TZVPD basis) results for the molecule C22H23N3O2.

Structure (XYZ):
```
50
Properties=species:S:1:pos:R:3:mulliken_charge:R:1
O -4.50596 -1.32134 1.39361 -0.70
N -4.46285 -0.87141 0.26168 1.22
O -4.68548 -1.50058 -0.75505 -0.63
C -4.39067 0.57639 0.14882 0.30
C -5.51076 1.26809 -0.27769 -0.54
C -5.46814 2.65129 -0.33829 -0.56
C -4.31219 3.32417 0.01942 -0.60
C -3.18992 2.62170 0.42805 -0.95
C -3.21885 1.23832 0.49931 0.75
C -2.04175 0.38529 0.89019 -0.77
N -2.15754 -0.85815 0.15816 0.82
C -1.67715 -2.05945 0.80037 -1.48
C -0.15587 -2.19141 0.70255 -0.27
N 0.21437 -2.19704 -0.69953 0.08
C 1.60388 -2.55870 -0.94782 -2.04
C 2.60724 -1.58687 -0.37622 1.04
C 3.07176 -1.75091 0.94466 -0.48
C 3.92164 -0.84374 1.51001 -1.08
C 4.35885 0.28593 0.78755 0.88
C 5.23435 1.24323 1.34015 -0.71
C 5.64220 2.32151 0.60612 -0.55
C 5.19324 2.49160 -0.71322 -0.55
C 4.34418 1.58121 -1.27682 -0.74
C 3.90457 0.45732 -0.54604 0.66
C 3.02811 -0.49889 -1.09793 -0.48
C -0.19758 -0.96659 -1.34370 -0.31
C -1.71733 -0.80936 -1.21845 -1.57
H -6.40122 0.72516 -0.55538 0.45
H -6.33663 3.20044 -0.66712 0.39
H -4.27900 4.40195 -0.03080 0.39
H -2.28428 3.14923 0.68866 0.43
H -1.10179 0.92357 0.70544 0.30
H -2.10328 0.16469 1.96059 0.41
H -2.00853 -2.06703 1.84019 0.46
H -2.13994 -2.90416 0.28184 0.30
H 0.15594 -3.13702 1.15034 0.43
H 0.32347 -1.36509 1.25919 0.32
H 1.72751 -2.62953 -2.03224 0.54
H 1.75803 -3.55233 -0.51754 0.53
H 2.75202 -2.61681 1.50706 0.40
H 4.27456 -0.98117 2.52247 0.38
H 5.57765 1.10679 2.35601 0.39
H 6.31384 3.05095 1.03480 0.39
H 5.52655 3.34941 -1.27906 0.38
H 3.99653 1.70797 -2.29259 0.40
H 2.69578 -0.36306 -2.11837 0.41
H 0.07173 -1.01798 -2.40072 0.45
H 0.30024 -0.08209 -0.90344 0.25
H -2.03688 0.13479 -1.66558 0.49
H -2.21468 -1.63028 -1.74361 0.37
```

Calculated values
SMILES: O=[N+]([O-])c1ccccc1CN1CCN(Cc2ccc3ccccc3c2)CC1
E_HOMO (eV): -8.222


Bottom line: model w, by a margin of 0.1033 hartree.


Model w:
DFT (the ωB97M-V functional and the def2-TZVPD basis) results for the ion C7H13N2O with charge +1.

Structure (XYZ):
```
23
Properties=species:S:1:pos:R:3:mulliken_charge:R:1
C -2.96897 -1.18123 -0.41305 -0.82
O -1.58128 -0.81585 -0.27667 -0.39
C -1.33257 0.54109 -0.33764 0.26
C -1.69286 1.44244 0.88074 -1.29
C 0.41235 0.52704 -0.29456 -0.16
C 1.31370 1.51150 -0.60173 -0.52
N 2.52296 0.97113 -0.42752 -0.02
C 2.43434 -0.32174 0.02452 0.40
C 3.52197 -1.26418 0.30822 -1.16
N 1.10232 -0.60797 -0.03120 0.10
H -3.54844 -0.41561 -0.14759 0.37
H -3.04872 -2.09296 0.25091 0.24
H -3.06112 -1.35303 -1.42614 0.34
H -1.71046 0.92142 -1.22992 0.56
H -2.67226 1.88128 0.56345 0.35
H -0.99938 2.27819 1.14623 0.40
H -1.67084 0.87813 1.74492 0.38
H 1.29040 2.58287 -0.90863 0.42
H 3.38998 1.51282 -0.37381 0.29
H 4.25298 -1.38890 -0.65132 0.32
H 4.06188 -0.86676 1.07961 0.38
H 3.03366 -2.17459 0.38341 0.31
H 0.60588 -1.46661 0.14178 0.24
```

Calculated values
Total charge: +1
SMILES: CO[C@@H](C)c1c[nH]c(C)[nH+]1
E_HOMO (eV): -13.218


Model x:
DFT (the ωB97M-V functional and the def2-TZVPD basis) results for the ion C7H13N2O with charge +1.

Structure (XYZ):
```
23
Properties=species:S:1:pos:R:3:mulliken_charge:R:1
C 3.56277 -1.08470 -0.03395 -0.93
N 2.30441 -0.23862 0.04311 -0.04
C 2.57945 1.18959 0.27226 -1.03
C 1.10002 -0.75060 -0.03572 0.11
N -0.01013 -0.02283 0.12743 -0.18
C -1.26071 -0.71966 0.06735 0.46
O -1.34698 -1.82896 -0.31324 -0.49
C -2.40414 0.32346 0.53981 -0.58
C -3.29887 0.89996 -0.64159 -0.38
C -3.82095 -0.23546 0.09581 -0.63
H 3.94062 -0.85002 -1.05404 0.36
H 4.19080 -0.64677 0.70576 0.36
H 3.18601 -2.09116 0.06384 0.36
H 3.63094 1.35399 -0.03266 0.44
H 1.87972 1.61711 -0.37150 0.38
H 2.25124 1.36414 1.25963 0.36
H 0.78298 -1.71141 -0.40625 0.50
H -0.12056 1.00105 0.13146 0.35
H -2.23166 0.72327 1.48155 0.54
H -2.83454 0.98517 -1.61769 0.27
H -3.63398 1.94923 -0.35515 0.24
H -4.68978 -0.05246 0.62494 0.36
H -3.75665 -1.17431 -0.55117 0.19
```

Calculated values
Total charge: +1
SMILES: CN(C)/C=[NH+]/C(=O)C1CC1
E_HOMO (eV): -13.891


Model y:
DFT (the ωB97M-V functional and the def2-TZVPD basis) results for the ion C7H13N2O with charge +1.

Structure (XYZ):
```
23
Properties=species:S:1:pos:R:3:mulliken_charge:R:1
C 2.83699 1.57481 0.43008 -0.04
C 2.27308 0.60369 0.82486 -0.54
N 1.42603 -0.50602 1.18126 0.12
C 1.52580 -1.70175 0.29537 -0.98
C 0.05363 -0.01695 1.41816 -0.27
C -1.04616 -0.73722 0.58852 -0.90
N -0.79365 -0.44970 -0.77973 -0.38
C -1.43882 0.34842 -1.55002 0.67
C -2.39638 1.41060 -1.21973 -0.96
O -1.06498 0.41840 -2.81933 -0.53
H 3.43491 2.37788 0.24827 0.52
H 1.71656 -0.70489 2.12423 0.40
H 2.45343 -2.23294 0.32941 0.36
H 0.83582 -2.34370 0.73179 0.41
H 1.12757 -1.28811 -0.62579 0.45
H 0.26306 0.95407 1.08638 0.27
H -0.15783 -0.16957 2.44393 0.33
H -0.91705 -1.74388 0.67073 0.46
H -2.08349 -0.47403 1.12734 0.33
H -3.00839 0.99253 -0.37470 0.31
H -2.94489 1.67997 -2.14300 0.35
H -1.81065 2.30914 -0.95899 0.25
H -0.28460 -0.30077 -3.02903 0.38
```

Calculated values
Total charge: +1
SMILES: C#C[N@H+](C)CC/N=C(\C)O
E_HOMO (eV): -13.267


Bottom line: model w, by a margin of 0.0172 hartree.


Model w:
DFT (the ωB97M-V functional and the def2-TZVPD basis) results for the molecule C3H2ClNO2S.

Structure (XYZ):
```
10
Properties=species:S:1:pos:R:3:mulliken_charge:R:1
C -0.65655 0.24073 -0.63469 -0.23
C 0.84699 0.51343 -0.07221 0.18
C -1.27829 0.96733 -1.45553 -0.04
N 1.85213 0.66660 -0.73379 -0.31
O 1.72403 2.61837 -2.27144 -0.48
O 2.89462 0.78625 -3.41652 -0.49
S 1.80707 1.18462 -2.58302 0.69
Cl -1.79539 2.12288 -2.50488 -0.06
H -1.08496 -0.59726 -0.28272 0.42
H 0.78330 0.49122 1.09675 0.32
```

Calculated values
E_HOMO (alpha / beta) (eV): -9.342 / -8.643


Model x:
DFT (the ωB97M-V functional and the def2-TZVPD basis) results for the molecule C3H2ClNO2S.

Structure (XYZ):
```
10
Properties=species:S:1:pos:R:3:mulliken_charge:R:1
C -0.90217 0.56648 -1.00365 -0.24
C 1.23009 0.89244 0.02452 0.40
C -1.54688 -0.15832 0.20261 -0.15
N 1.67243 -1.88533 -1.04964 -0.25
O 2.00862 1.67196 0.50715 -0.47
O 0.22595 1.03529 -0.82567 -0.04
S 2.15622 -1.00375 0.00692 0.33
Cl -0.62394 -0.01183 1.72338 -0.19
H -1.67123 -1.26278 -0.13710 0.28
H -2.54909 0.15586 0.55147 0.33
```

Calculated values
E_HOMO (eV): -8.715


Bottom line: model w, by a margin of 0.0115 hartree.


Model w:
DFT (the ωB97M-V functional and the def2-TZVPD basis) results for the molecule C5H7NO.

Structure (XYZ):
```
14
Properties=species:S:1:pos:R:3:mulliken_charge:R:1
C 0.75383 -0.72257 -0.15039 -0.26
C -0.46500 -0.45809 -0.95014 -0.06
C -0.39791 -0.60432 0.90731 -0.19
C -0.85654 0.88009 0.72214 -0.44
C -0.88333 1.01581 -0.62534 -0.66
H 2.05763 0.24822 0.93379 0.28
H 1.72659 1.07964 -0.48629 0.32
H 1.08273 -1.75255 -0.25108 0.42
H -0.56607 -0.68929 -2.00049 0.50
H -0.22174 -1.04581 1.89584 0.46
H -1.23914 1.60780 1.38120 0.43
H -1.65606 1.55037 -1.21397 0.32
N 1.89073 0.17173 -0.11436 -0.68
O -1.22574 -1.28103 -0.04821 -0.45
```

Calculated values
E_HOMO (eV): -9.264


Model x:
DFT (the ωB97M-V functional and the def2-TZVPD basis) results for a structure of composition C5H7NO.

Structure (XYZ):
```
14
Properties=species:S:1:pos:R:3:mulliken_charge:R:1
C 1.57647 -0.62743 -0.58594 -0.54
C 0.03297 1.24070 -0.13554 -0.81
C 1.26337 0.47356 0.34459 -0.28
C 0.41548 -0.82876 0.35608 -0.29
C -0.77736 0.01841 0.07422 0.61
N -2.06363 -0.16805 0.17955 -0.40
O -3.80553 -0.01635 -0.03087 -0.48
H 1.06762 -0.50185 -1.58671 0.20
H 2.29061 -1.42926 -0.52995 0.33
H -0.30811 2.10818 0.42383 0.34
H 0.23923 1.48946 -1.07469 0.31
H 2.04726 0.85604 0.97877 0.39
H 0.37610 -1.59025 1.13157 0.38
H -2.35449 -1.02441 0.45509 0.24
```

Calculated values
E_HOMO (alpha / beta) (eV): -9.104 / -9.106


Model y:
DFT (the ωB97M-V functional and the def2-TZVPD basis) results for a structure of composition C5H7NO.

Structure (XYZ):
```
14
Properties=species:S:1:pos:R:3:mulliken_charge:R:1
N 0.78361 -0.97224 2.48682 -0.58
C 0.97772 -0.76308 1.29245 0.48
O -1.10135 1.07468 0.19240 -0.40
C -1.32772 -0.27481 -0.25982 -0.61
C 0.04033 -0.27963 -0.94675 0.18
C -0.12847 1.24827 -0.85418 -0.48
C 1.15410 -0.68421 -0.00922 -0.81
H 0.77766 -0.14480 3.08455 0.28
H -2.17461 -0.31238 -0.95938 0.26
H -1.48940 -0.99148 0.55228 0.33
H 0.12854 -0.75162 -1.93077 0.40
H -0.58494 1.74168 -1.72160 0.27
H 0.77043 1.79210 -0.54648 0.32
H 2.17411 -0.68249 -0.38031 0.35
```

Calculated values
E_HOMO (eV): -8.808


Model z:
DFT (the ωB97M-V functional and the def2-TZVPD basis) results for a cluster of 3 separate species, C5H7NO in total.

Structure (XYZ):
```
14
Properties=species:S:1:pos:R:3:mulliken_charge:R:1
N 2.40215 -1.78197 0.53524 -0.03
C 1.28986 -1.41694 0.54741 -0.30
O 1.50831 0.73823 -0.99668 -0.41
C 0.78953 1.61527 -0.58564 -0.23
C -1.47231 0.63648 0.44994 -0.60
C -1.56695 -0.46255 -0.56674 -0.45
C -1.22099 -0.55515 0.88338 -0.16
H 3.37222 -1.91499 0.35773 0.30
H -0.00370 2.05947 -1.21542 0.32
H 0.89733 2.04712 0.42810 0.28
H -1.64288 1.67462 0.68050 0.48
H -0.78188 -0.58829 -1.32377 0.17
H -2.54953 -0.81722 -0.88555 0.23
H -1.02116 -1.23409 1.69149 0.42
```

Calculated values
E_HOMO (eV): -9.059


Bottom line: model y, by a margin of 0.0326 hartree.


Model w:
DFT (the ωB97M-V functional and the def2-TZVPD basis) results for the molecule C2H6N4OS.

Structure (XYZ):
```
14
Properties=species:S:1:pos:R:3:mulliken_charge:R:1
N 1.27196 -1.23560 0.35676 -0.48
N 0.07512 -1.19605 1.05867 -0.30
C -0.76508 -0.28232 0.73854 -0.54
C -0.45857 0.70711 -0.35031 0.71
N -0.87794 0.68554 -1.57802 -0.56
S -2.03940 -0.32604 -2.12455 -0.10
N 0.34391 1.70348 0.13026 -0.19
O 1.26461 1.47668 1.16615 -0.43
H 1.71826 -2.08426 0.67998 0.29
H 0.98272 -1.36611 -0.69721 0.26
H -1.74883 -0.30940 1.19423 0.52
H -2.32341 -0.92490 -0.93975 0.14
H 0.73992 2.45819 -0.53588 0.28
H 1.81674 0.69369 0.90111 0.41
```

Calculated values
SMILES: N/N=C\C(=N/S)NO
E_HOMO (eV): -8.126


Model x:
DFT (the ωB97M-V functional and the def2-TZVPD basis) results for a cluster of 2 separate species, C2H6N4OS in total.

Structure (XYZ):
```
14
Properties=species:S:1:pos:R:3:mulliken_charge:R:1
C -0.83843 0.86821 -0.93686 0.24
C 1.40981 -0.76862 1.48687 -0.10
H -2.37521 1.80663 -1.26815 0.50
H -0.07279 1.35320 -2.69913 0.25
H -1.73080 0.01760 0.47623 0.27
H 1.28178 0.80758 -1.12253 0.29
H -0.14264 -1.47298 -0.13008 0.33
H 2.18346 0.23126 1.90433 0.27
N -0.66827 1.66478 -2.02802 -0.20
N -1.96885 0.64492 -0.35906 -0.57
N 0.47439 0.52880 -0.41826 -0.17
N 0.71303 -0.68429 0.25189 -0.30
O -2.02194 1.95940 -2.57303 -0.54
S 1.48446 -2.13097 2.37486 -0.28
```

Calculated values
E_HOMO (eV): -9.079


Model y:
DFT (the ωB97M-V functional and the def2-TZVPD basis) results for a cluster of 2 separate species, C2H6N4OS in total.

Structure (XYZ):
```
14
Properties=species:S:1:pos:R:3:mulliken_charge:R:1
C -0.53183 0.73024 -0.23326 0.27
C 1.30408 -1.78404 1.47444 0.62
N -1.75642 1.40608 -0.35760 -0.51
N 0.55370 1.45768 0.06309 -0.49
N 0.87821 -0.95948 -0.61689 -1.04
N -0.35192 -0.42827 -0.80411 0.25
O 2.44832 -1.75712 1.59373 -0.37
S -0.18689 -2.12623 1.69169 -0.38
H -1.59261 2.39209 -0.43713 0.27
H -2.47589 1.20444 -1.13925 0.25
H 1.28030 0.77355 0.13588 0.44
H 0.57000 1.94465 0.90797 0.26
H 1.01780 -1.87605 -1.10242 0.23
H -1.15684 -0.97755 -1.17614 0.21
```

Calculated values
E_HOMO (eV): -6.920


Bottom line: model y, by a margin of 0.0627 hartree.